Record 1
This record from OMol25 describes a structure of composition C16H32BBiF4NO4SbSi3 in a non-equilibrium geometry. The level of theory is ωB97M-V with the def2-TZVPD basis set.

Output
2S+1	1
net charge	+2
orbital gap (alpha / beta)	4.80 / 6.42	eV
energy	-74342.4259	eV
highest occupied orbital energy (alpha / beta)	-0.4617 / -0.4986	Eh
max |F|	1.54	eV/A

Element x y z (Å)
Bi1 -2.004 -1.850 1.082
O1 -2.178 0.480 4.728
C1 -1.994 -0.356 3.754
O2 -2.811 -0.525 2.841
C2 -0.719 -1.111 3.765
C3 0.197 -1.084 4.770
C4 1.393 -1.827 4.613
C5 1.621 -2.510 3.453
C6 0.668 -2.478 2.409
N1 -0.515 -1.814 2.620
C7 0.797 -3.040 1.107
O3 1.867 -3.688 0.670
O4 -0.128 -2.887 0.248
H1 -2.981 1.014 4.590
H2 0.003 -0.504 5.662
H3 2.128 -1.827 5.405
H4 2.538 -3.073 3.332
H5 2.508 -3.873 1.370
F1 -0.947 2.933 0.542
B1 -1.714 2.013 1.394
F2 -0.747 1.098 1.915
F3 -2.327 2.678 2.408
F4 -2.571 1.291 0.567
C8 3.082 -1.015 -1.116
Si1 1.645 -1.194 -2.309
C9 1.233 -2.920 -2.860
C10 1.872 0.035 -3.689
Sb1 -0.429 -0.310 -0.780
Si2 -2.412 -0.458 -2.594
C11 -1.616 -0.070 -4.235
C12 -3.716 0.802 -2.175
C13 -2.983 -2.239 -2.384
Si3 1.120 3.397 0.777
C14 1.949 2.095 1.778
C15 1.319 3.189 -1.047
C16 0.704 5.036 1.473
H6 3.864 -1.740 -1.358
H7 2.782 -1.192 -0.082
H8 3.527 -0.022 -1.189
H9 2.113 -3.394 -3.303
H10 0.440 -2.922 -3.610
H11 0.917 -3.535 -2.018
H12 2.836 -0.166 -4.168
H13 1.890 1.066 -3.333
H14 1.108 -0.042 -4.460
H15 -1.059 0.867 -4.174
H16 -2.376 0.053 -5.010
H17 -0.936 -0.858 -4.561
H18 -3.268 1.768 -1.942
H19 -4.318 0.508 -1.315
H20 -4.385 0.935 -3.028
H21 -2.172 -2.899 -2.062
H22 -3.373 -2.637 -3.324
H23 -3.796 -2.305 -1.655
H24 2.089 1.191 1.184
H25 1.386 1.836 2.672
H26 2.933 2.455 2.097
H27 1.887 2.286 -1.275
H28 1.852 4.040 -1.480
H29 0.348 3.131 -1.540
H30 0.297 4.963 2.483
H31 -0.036 5.533 0.846
H32 1.595 5.669 1.516

Record 2
This record from OMol25 describes a cluster of 4 separate species, C16H32BO9S3 in total in a non-equilibrium geometry. The level of theory is ωB97M-V with the def2-TZVPD basis set.

Output
2S+1	1
net charge	-1
orbital gap	5.78	eV
energy	-68721.4624	eV
highest occupied orbital energy	-0.1493	Eh
max |F|	2.94	eV/A

Element x y z (Å)
O1 4.449 4.590 -2.973
C1 4.432 3.476 -3.353
C2 3.462 2.449 -2.847
C3 4.044 1.545 -1.776
C4 4.314 2.210 -0.376
O2 5.523 1.682 0.031
B1 6.259 1.637 -1.271
O3 5.241 0.932 -2.119
H1 5.115 3.139 -4.148
H2 2.608 3.002 -2.486
H3 3.199 1.809 -3.681
H4 3.324 0.745 -1.617
H5 3.552 1.992 0.371
H6 4.345 3.299 -0.476
H7 6.307 2.821 -1.661
H8 7.380 1.177 -1.271
C5 2.694 -2.579 0.046
C6 2.563 -2.049 1.480
C7 1.674 -0.802 1.428
S1 0.589 -1.023 0.019
O4 0.901 -0.020 -0.962
O5 -0.777 -1.238 0.460
C8 1.280 -2.580 -0.527
H9 3.134 -3.575 0.019
H10 3.332 -1.912 -0.537
H11 2.095 -2.809 2.112
H12 3.534 -1.815 1.911
H13 1.069 -0.687 2.322
H14 2.257 0.101 1.249
H15 1.250 -2.627 -1.614
H16 0.673 -3.379 -0.099
C9 -3.881 1.521 -2.164
C10 -2.916 0.732 -1.269
C11 -3.029 -0.743 -1.668
S2 -3.515 -0.766 -3.394
O6 -4.837 -1.341 -3.499
O7 -2.429 -1.251 -4.206
C12 -3.650 1.009 -3.583
H17 -3.711 2.595 -2.095
H18 -4.914 1.323 -1.863
H19 -1.893 1.077 -1.435
H20 -3.136 0.870 -0.212
H21 -2.083 -1.263 -1.558
H22 -3.804 -1.259 -1.103
H23 -4.460 1.240 -4.270
H24 -2.702 1.368 -3.984
C13 -4.325 -0.723 4.610
C14 -4.117 -1.935 3.692
C15 -3.005 -1.573 2.699
S3 -1.959 -0.375 3.534
O8 -2.056 0.886 2.848
O9 -0.682 -0.972 3.837
C16 -2.929 -0.279 5.036
H25 -4.945 -0.968 5.472
H26 -4.818 0.080 4.058
H27 -3.811 -2.795 4.291
H28 -5.033 -2.208 3.170
H29 -2.399 -2.430 2.420
H30 -3.398 -1.095 1.804
H31 -2.891 0.735 5.424
H32 -2.493 -0.973 5.754

Record 3
This record from OMol25 describes a cluster of 8 separate species, C16H32Br16 in total in a non-equilibrium geometry. The level of theory is ωB97M-V with the def2-TZVPD basis set.

Output
2S+1	1
orbital gap	9.92	eV
energy	-1137789.6224	eV
highest occupied orbital energy	-0.3617	Eh
ΔE to the lowest compared entry with this formula, charge and spin	72.8	kcal/mol
SMILES string	BrCCBr.BrCCBr.BrCCBr.BrCCBr.BrCCBr.BrCCBr.BrCCBr.BrCCBr
max |F|	2.32	eV/A

Element x y z (Å)
Br1 -16.064 -13.677 8.767
C1 -16.170 -12.279 10.198
C2 -17.413 -12.494 11.017
Br2 -17.426 -11.515 12.768
H1 -16.142 -11.368 9.600
H2 -15.263 -12.393 10.792
H3 -17.622 -13.555 11.155
H4 -18.337 -12.236 10.500
Br3 -11.004 -22.967 4.432
C3 -9.985 -21.204 4.029
C4 -10.606 -20.116 4.914
Br4 -10.239 -18.216 4.301
H5 -10.001 -21.185 2.940
H6 -8.941 -21.339 4.312
H7 -10.440 -20.121 5.992
H8 -11.670 -20.182 4.686
Br5 -16.158 -22.570 16.316
C5 -15.540 -21.039 15.195
C6 -15.449 -21.512 13.792
Br6 -14.752 -19.901 12.771
H9 -14.537 -20.766 15.523
H10 -16.247 -20.217 15.314
H11 -16.441 -21.836 13.478
H12 -14.858 -22.418 13.653
Br7 -5.149 -6.329 10.279
C7 -6.454 -6.410 11.723
C8 -5.688 -6.794 12.983
Br8 -6.975 -7.117 14.462
H13 -7.326 -7.028 11.511
H14 -6.881 -5.412 11.822
H15 -4.884 -6.149 13.337
H16 -5.262 -7.796 12.933
Br9 -13.993 -7.507 4.461
C9 -12.096 -7.573 3.961
C10 -11.762 -8.999 3.775
Br10 -9.875 -9.082 3.011
H17 -11.614 -7.047 4.785
H18 -11.924 -7.048 3.022
H19 -12.466 -9.370 3.031
H20 -11.768 -9.669 4.635
Br11 -2.547 -9.582 22.829
C11 -3.142 -10.597 21.209
C12 -4.268 -11.543 21.712
Br12 -4.854 -12.943 20.445
H21 -2.264 -11.064 20.765
H22 -3.498 -9.803 20.552
H23 -5.113 -10.942 22.050
H24 -4.034 -12.099 22.619
Br13 -8.643 -13.449 10.758
C13 -8.184 -15.104 11.851
C14 -7.012 -14.886 12.841
Br14 -5.550 -13.954 11.863
H25 -7.947 -15.832 11.076
H26 -9.114 -15.386 12.345
H27 -6.667 -15.877 13.135
H28 -7.354 -14.301 13.695
Br15 -5.182 -22.681 8.401
C15 -4.556 -24.281 7.440
C16 -3.457 -24.774 8.380
Br16 -2.863 -26.466 7.442
H29 -4.089 -24.059 6.480
H30 -5.377 -24.987 7.319
H31 -3.869 -24.935 9.376
H32 -2.562 -24.171 8.537

Record 4
This record from OMol25 describes a structure of composition C16H32I2NOP2SiYb in a non-equilibrium geometry. The level of theory is ωB97M-V with the def2-TZVPD basis set.

Output
2S+1	2
net charge	+2
orbital gap (alpha / beta)	5.33 / 4.76	eV
energy	-94813.6036	eV
highest occupied orbital energy (alpha / beta)	-0.4872 / -0.4872	Eh
ΔE to the lowest compared entry with this formula, charge and spin	175.1	kcal/mol
max |F|	18.24	eV/A
⟨S²⟩	0.7562

Element x y z (Å)
I1 -5.667 -3.064 -0.950
I2 -4.223 -5.090 0.056
Yb1 0.000 0.000 0.000
P1 0.789 -0.499 -2.122
C1 -0.179 -1.680 -3.135
C2 0.947 0.966 -3.210
H1 1.401 0.698 -4.170
H2 2.841 -1.350 -3.156
H3 1.567 1.705 -2.695
H4 3.135 -0.530 -1.588
H5 -1.192 -1.292 -3.274
H6 -0.043 1.398 -3.379
C3 2.476 -1.212 -2.132
H7 0.289 -1.834 -4.113
H8 2.464 -2.174 -1.613
H9 -0.248 -2.636 -2.610
P2 -0.558 0.677 2.145
C4 -2.079 -0.022 2.891
C5 0.733 0.314 3.392
H10 0.103 2.981 1.932
H11 -0.977 2.770 3.349
H12 -1.647 2.793 1.690
C6 -0.797 2.486 2.306
H13 1.673 0.749 3.043
H14 0.466 0.729 4.370
H15 -2.238 0.370 3.901
H16 -1.995 -1.111 2.932
H17 0.859 -0.769 3.475
H18 -2.939 0.231 2.265
C7 -1.448 -1.093 -0.156
O1 -2.378 -1.795 -0.257
C8 2.046 3.211 3.552
Si1 2.692 2.768 1.796
C9 2.887 4.550 1.200
C10 4.411 2.185 2.296
N1 2.002 1.646 0.403
C11 2.969 1.962 -0.610
C12 2.803 3.102 -1.431
C13 3.793 3.478 -2.345
C14 4.980 2.750 -2.430
C15 5.188 1.658 -1.588
C16 4.200 1.280 -0.675
H19 2.795 3.904 3.987
H20 2.008 2.394 4.288
H21 1.112 3.800 3.575
H22 3.299 5.172 2.021
H23 3.608 4.636 0.367
H24 1.899 4.957 0.905
H25 4.349 1.153 2.698
H26 5.133 2.227 1.461
H27 4.808 2.854 3.086
H28 1.895 3.688 -1.364
H29 3.641 4.340 -2.982
H30 5.748 3.045 -3.134
H31 6.119 1.109 -1.634
H32 4.391 0.445 -0.009

Record 5
This record from OMol25 describes a structure of composition C16H32MoN4O in a non-equilibrium geometry. The level of theory is ωB97M-V with the def2-TZVPD basis set.

Output
2S+1	1
net charge	+2
orbital gap	7.85	eV
energy	-26961.8144	eV
highest occupied orbital energy	-0.5312	Eh
ΔE to the lowest compared entry with this formula, charge and spin	21.6	kcal/mol
max |F|	1.51	eV/A

Element x y z (Å)
Mo1 0.072 0.185 -0.027
N1 0.722 1.889 -1.491
C1 0.547 1.523 -2.903
C2 -0.805 0.851 -3.063
N2 -1.130 -0.093 -1.951
C3 -2.562 0.065 -1.555
C4 -2.757 1.306 -0.707
N3 -1.879 1.227 0.484
C5 -0.835 -1.503 -2.312
C6 0.662 -1.752 -2.405
N4 1.358 -1.309 -1.149
H1 0.168 2.707 -1.256
H2 1.686 2.124 -1.278
H3 1.365 0.861 -3.183
H4 0.597 2.382 -3.574
H5 -0.861 0.320 -4.017
H6 -1.583 1.613 -3.090
H7 -2.859 -0.821 -0.989
H8 -3.199 0.118 -2.442
H9 -3.811 1.389 -0.437
H10 -2.507 2.207 -1.268
H11 -2.351 0.717 1.226
H12 -1.677 2.148 0.858
H13 -1.305 -1.778 -3.261
H14 -1.267 -2.149 -1.541
H15 1.094 -1.222 -3.251
H16 0.834 -2.814 -2.577
H17 2.295 -0.988 -1.379
H18 1.496 -2.118 -0.545
C7 3.327 -3.613 2.905
C8 3.057 -2.377 2.037
C9 4.154 -1.334 2.225
C10 1.663 -1.854 2.320
C11 1.411 -0.813 3.202
C12 0.112 -0.440 3.534
C13 -0.991 -1.085 2.991
C14 -2.386 -0.810 3.492
C15 -0.751 -2.125 2.075
C16 0.554 -2.509 1.770
H19 4.313 -4.021 2.688
H20 2.588 -4.396 2.733
H21 3.294 -3.343 3.962
H22 3.082 -2.707 0.989
H23 4.269 -1.063 3.276
H24 3.958 -0.417 1.662
H25 5.111 -1.737 1.895
H26 2.238 -0.278 3.651
H27 -0.038 0.356 4.254
H28 -2.997 -0.203 2.816
H29 -2.360 -0.293 4.449
H30 -2.933 -1.742 3.629
H31 -1.583 -2.738 1.741
H32 0.710 -3.411 1.182
O1 0.777 1.281 0.955

Record 6
This record from OMol25 describes a structure of composition C16H32NO2PSiTc in a non-equilibrium geometry. The level of theory is ωB97M-V with the def2-TZVPD basis set.

Output
2S+1	4
orbital gap (alpha / beta)	6.52 / 6.36	eV
energy	-42058.2840	eV
highest occupied orbital energy (alpha / beta)	-0.2215 / -0.2562	Eh
ΔE to the lowest compared entry with this formula, charge and spin	0.0	kcal/mol
max |F|	4.16	eV/A
⟨S²⟩	3.7989

Element x y z (Å)
Tc1 0.167 -0.125 0.062
Si1 0.200 -2.094 -1.210
P1 0.574 0.911 -1.870
N1 -1.620 0.127 -0.087
H1 2.213 1.087 0.071
C1 0.747 2.722 -1.641
H2 1.180 3.131 -2.565
H3 1.403 2.936 -0.787
H4 -0.242 3.157 -1.436
C2 2.036 0.491 -2.865
H5 2.026 1.220 -3.690
H6 1.933 -0.539 -3.242
H7 2.953 0.593 -2.262
C3 -0.773 0.891 -3.089
H8 -0.387 1.423 -3.973
H9 -1.642 1.422 -2.666
H10 -1.042 -0.149 -3.324
C4 1.843 -2.984 -1.446
H11 2.316 -3.195 -0.492
H12 2.570 -2.443 -2.044
H13 1.677 -3.940 -1.939
H14 -0.568 -3.061 -0.397
H15 -0.404 -2.156 -2.576
C5 -2.946 0.115 -0.247
C6 -5.236 0.977 0.160
C7 -3.861 1.098 0.362
C8 -3.536 -0.918 -1.066
C9 -4.913 -0.992 -1.247
C10 -5.749 -0.059 -0.626
H16 -5.900 1.741 0.640
H17 -3.389 1.893 0.961
H18 -2.817 -1.632 -1.515
H19 -5.309 -1.802 -1.890
H20 -6.801 -0.123 -0.790
C11 2.668 0.396 0.758
O1 1.950 -0.787 0.859
C12 2.880 0.974 2.145
H21 3.952 1.224 2.330
H22 2.608 0.284 2.937
H23 2.360 1.911 2.272
C13 4.074 -0.042 0.232
H24 4.831 0.745 0.166
H25 4.097 -0.581 -0.731
H26 4.564 -0.772 0.869
C14 0.444 -1.380 4.191
C15 -0.076 -0.499 3.131
C16 -0.543 0.849 3.483
O2 -0.129 -0.934 1.961
H27 -0.379 -1.569 4.892
H28 1.280 -0.894 4.712
H29 0.758 -2.328 3.758
H30 0.167 1.655 3.237
H31 -1.467 1.123 2.968
H32 -0.740 0.899 4.555